Formula: C33H40As3Cl2N4OSeTa
Source: the Open Molecules 2025 dataset
Level of theory: wB97M-V/def2-TZVPD

Results
- Kohn-Sham gap (eV) = 5.496
- total charge = +2
- total energy (eV) = -317323.131
- energy relative to the best compared isomer or geometry (same formula, charge and spin) (kJ/mol) = 118.7
- LUMO level (eV) = -7.24
- E_HOMO (eV) = -12.7398

Geometry (Å):
Ta  -0.2829  -0.2662  0.9322
C  -0.5139  3.6630  0.5890
As  0.6986  2.1900  0.2905
C  2.2915  2.8215  1.1786
C  1.0409  2.4713  -1.6094
C  1.9857  1.5318  -2.3816
C  3.2102  1.1599  -1.5420
C  1.2379  0.2856  -2.8625
As  0.5090  -1.0659  -1.6481
C  1.9598  -2.3260  -1.4325
C  -0.4775  -2.0192  -3.0099
C  2.4080  2.3254  -3.6397
As  3.7058  1.7309  -5.0534
C  3.9301  -0.2159  -4.8721
C  5.3585  2.2395  -4.1275
H  -0.0054  4.5846  0.3202
H  -0.7987  3.6955  1.6382
H  -1.4083  3.5467  -0.0201
H  2.7256  3.6105  0.5712
H  3.0144  2.0221  1.3185
H  2.0033  3.2232  2.1475
H  1.4249  3.4908  -1.6324
H  0.0571  2.4933  -2.0825
H  2.9226  0.6563  -0.6185
H  3.7896  2.0483  -1.2817
H  3.8670  0.4894  -2.0904
H  1.8956  -0.3089  -3.4854
H  0.3834  0.5802  -3.4743
H  2.2039  -2.7236  -2.4141
H  1.6247  -3.1362  -0.7862
H  2.8351  -1.8582  -0.9916
H  0.1943  -2.0882  -3.8639
H  -1.3794  -1.4886  -3.2932
H  -0.7362  -3.0136  -2.6578
H  2.8635  3.2651  -3.3127
H  1.5095  2.6049  -4.1957
H  3.0629  -0.7493  -5.2614
H  4.1698  -0.5624  -3.8668
H  4.7732  -0.4594  -5.5195
H  5.2924  3.2858  -3.8301
H  6.1919  2.1421  -4.8219
H  5.5596  1.6235  -3.2521
Cl  -4.6050  0.8481  -0.9675
C  -4.2811  1.1524  0.6958
C  -5.3158  1.6553  1.5135
C  -5.0721  1.9703  2.8160
Cl  -6.3509  2.5590  3.7974
C  -3.7644  1.8387  3.3662
C  -3.4011  2.1839  4.6829
C  -2.0976  2.0518  5.0705
C  -1.1514  1.5740  4.1511
N  -1.4497  1.2123  2.9185
C  -2.7546  1.3357  2.5344
C  -3.0424  0.9489  1.2175
O  -1.9815  0.4058  0.5649
H  -6.3033  1.7881  1.0939
H  -4.1533  2.5558  5.3659
H  -1.7795  2.3132  6.0704
H  -0.1141  1.4990  4.4451
C  -3.9019  -4.0221  -2.1467
C  -3.1751  -4.8642  -1.3094
C  -2.3482  -4.3350  -0.3361
C  -2.2250  -2.9526  -0.2215
C  -2.9219  -2.1110  -1.0686
C  -3.7776  -2.6481  -2.0190
N  -1.4236  -2.3781  0.8364
N  -1.4431  -3.0673  1.8708
C  -0.7323  -2.5635  2.9563
C  -0.6454  -3.3741  4.0844
C  0.1022  -2.9416  5.1637
C  0.7637  -1.7205  5.0882
C  0.6575  -0.9215  3.9543
C  -0.1255  -1.3122  2.8781
H  -4.5668  -4.4388  -2.8924
H  -3.2654  -5.9381  -1.4095
H  -1.7940  -4.9786  0.3335
H  -2.8400  -1.0409  -0.9596
H  -4.3492  -1.9892  -2.6621
H  -1.1487  -4.3337  4.0839
H  0.1903  -3.5551  6.0499
H  1.3763  -1.3907  5.9183
H  1.2167  0.0080  3.9172
Se  4.4265  -1.0745  1.8998
C  2.8097  -0.8159  1.4569
N  1.6606  -0.6330  1.1419

***

Formula: C33H40BN5O3S
Source: the Open Molecules 2025 dataset
Level of theory: wB97M-V/def2-TZVPD

Results
- SMILES string = CCOCCOc1cc(B(C)O)cc2c1Sc1ccccc1N2.c1cc[nH]c1.c1cc[nH]c1.c1cc[nH]c1.c1cc[nH]c1
- Kohn-Sham gap (eV) = 8.234
- total energy (eV) = -59974.473
- energy relative to the best compared isomer or geometry (same formula, charge and spin) (kJ/mol) = 0.0
- LUMO level (eV) = 0.07
- E_HOMO (eV) = -8.1657

Geometry (Å):
C  6.7328  -3.2414  2.6357
C  7.0705  -1.9613  3.4059
O  7.3354  -0.9120  2.4807
C  7.0427  0.3893  2.9429
C  5.7908  0.9496  2.3252
O  4.6504  0.2460  2.8301
C  3.5134  0.4122  2.0965
C  3.1261  1.6390  1.5670
C  1.9382  1.7589  0.8361
B  1.5223  3.1698  0.2980
C  1.3539  4.3423  1.3563
O  1.2803  3.3832  -1.0325
C  1.1327  0.6450  0.6238
C  1.5022  -0.5777  1.1637
C  2.6807  -0.6864  1.9006
S  3.0571  -2.2751  2.6004
C  1.4028  -2.7208  3.0842
C  1.1486  -3.3720  4.2851
C  -0.1700  -3.6763  4.5993
C  -1.2052  -3.3132  3.7408
C  -0.9484  -2.6595  2.5404
C  0.3711  -2.3739  2.2112
N  0.6759  -1.7313  0.9601
H  5.9292  -3.7648  3.1408
H  7.5909  -3.8967  2.5334
H  6.3812  -2.9586  1.6484
H  6.2257  -1.7031  4.0374
H  7.9602  -2.1326  4.0116
H  6.9547  0.4278  4.0283
H  7.8712  1.0270  2.6368
H  5.8292  0.8500  1.2401
H  5.7178  2.0110  2.5671
H  3.7333  2.5140  1.7328
H  0.6863  5.1342  1.0193
H  2.3293  4.7521  1.6097
H  0.9547  3.9257  2.2785
H  0.7542  4.1839  -1.1346
H  0.2107  0.7008  0.0647
H  1.9521  -3.6337  4.9517
H  -0.4231  -4.1726  5.5231
H  -2.2297  -3.5311  4.0037
H  -1.7385  -2.3797  1.8675
H  1.2490  -2.3908  0.4310
C  -2.9768  1.3235  -2.2847
C  -2.5957  1.1422  -3.6409
C  -1.3878  1.7667  -3.8155
N  -1.0253  2.3175  -2.6199
C  -1.9842  2.0497  -1.6824
H  -3.8704  0.9591  -1.8066
H  -3.1429  0.6102  -4.3997
H  -0.7593  1.8619  -4.6842
H  -0.1834  2.8375  -2.4409
H  -1.8822  2.3930  -0.6668
C  -3.5026  -4.5688  -1.3642
C  -3.0762  -4.5676  -2.7205
C  -1.8473  -3.9635  -2.7609
N  -1.5160  -3.6025  -1.4844
C  -2.5139  -3.9728  -0.6278
H  -4.4267  -4.9629  -0.9757
H  -3.6120  -4.9612  -3.5679
H  -1.1857  -3.7585  -3.5848
H  -0.6738  -3.1283  -1.2138
H  -2.4393  -3.7718  0.4241
C  -4.8115  1.5812  -8.3019
C  -5.3575  0.4684  -8.9985
C  -5.4016  -0.5807  -8.1202
N  -4.9035  -0.1456  -6.9225
C  -4.5424  1.1704  -7.0240
H  -4.6374  2.5688  -8.6946
H  -5.6806  0.4427  -10.0256
H  -5.7437  -1.5937  -8.2436
H  -4.8157  -0.7072  -6.0961
H  -4.1297  1.6994  -6.1821
C  -3.9416  3.2080  3.6611
C  -4.4344  4.2859  2.8751
C  -3.5437  4.4896  1.8572
N  -2.5304  3.5793  1.9991
C  -2.7678  2.7927  3.0946
H  -4.3986  2.7864  4.5403
H  -5.3400  4.8451  3.0388
H  -3.5435  5.1992  1.0475
H  -1.7345  3.4997  1.3957
H  -2.0833  2.0097  3.3742

***

Formula: C33H40Br2N2ORuSe2Si
Source: the Open Molecules 2025 dataset
Level of theory: wB97M-V/def2-TZVPD

Results
- Kohn-Sham gap (spin up / spin down) (eV) = 6.027 / 5.310
- total charge = +1
- total energy (eV) = -321128.013
- <S²> = 0.80
- energy relative to the best compared isomer or geometry (same formula, charge and spin) (kJ/mol) = 338.5
- LUMO level (spin up / spin down) (eV) = -3.72 / -4.43
- E_HOMO (spin up / spin down) (eV) = -9.7441 / -9.7444
- 2S+1 = 2

Geometry (Å):
Ru  -0.7285  0.2289  0.4596
C  2.6032  2.0573  1.5889
Se  0.6916  2.4013  1.6620
C  0.4417  1.8803  3.5624
C  -0.9974  1.9219  4.0263
Se  -2.2746  1.0129  2.8009
C  -3.3329  2.6029  2.4066
H  2.8051  0.9951  1.7134
H  3.1034  2.6421  2.3585
H  2.9440  2.3769  0.6073
H  1.0452  2.5678  4.1608
H  0.8533  0.8726  3.6548
H  -1.3563  2.9469  4.1323
H  -1.0766  1.4240  4.9956
H  -3.8505  2.8974  3.3175
H  -4.0668  2.3341  1.6529
H  -2.6838  3.4042  2.0588
C  -1.6363  -0.5507  -1.5475
Si  -2.0718  -2.0311  -0.4855
C  -0.4094  -2.6724  0.3347
N  0.0586  -1.9006  1.4816
C  -0.6856  -2.2264  2.7056
C  0.1798  -2.2531  3.9603
C  1.2619  -3.3281  3.8341
C  1.9012  -3.2837  2.4386
C  1.5023  -2.0067  1.6986
C  -3.4504  -1.5829  0.7577
C  -4.1641  -0.3945  0.6083
C  -5.2915  -0.1378  1.3735
C  -5.6955  -1.0459  2.3372
C  -4.9827  -2.2197  2.5186
C  -3.8878  -2.4918  1.7181
C  -2.6793  -3.5686  -1.4230
C  -1.8092  -4.3081  -2.2193
C  -2.2349  -5.4604  -2.8567
C  -3.5446  -5.8897  -2.7079
C  -4.4259  -5.1536  -1.9322
C  -3.9967  -3.9985  -1.3023
H  -2.4265  0.0609  -1.9707
H  -0.8316  -0.7020  -2.2625
H  0.3453  -2.6043  -0.4536
H  -0.5029  -3.7373  0.5853
H  -1.1410  -3.2185  2.5996
H  -1.5105  -1.5109  2.8394
H  -0.4629  -2.4692  4.8140
H  0.6334  -1.2765  4.1456
H  0.8222  -4.3113  4.0079
H  2.0150  -3.1663  4.6047
H  1.5916  -4.1475  1.8494
H  2.9882  -3.3116  2.5074
H  2.0001  -1.9646  0.7313
H  1.8174  -1.1345  2.2793
H  -3.8689  0.3085  -0.1628
H  -5.8783  0.7522  1.1932
H  -6.5727  -0.8478  2.9328
H  -5.2988  -2.9347  3.2643
H  -3.3791  -3.4391  1.8220
H  -0.7847  -3.9849  -2.3387
H  -1.5445  -6.0277  -3.4661
H  -3.8803  -6.7915  -3.1999
H  -5.4499  -5.4789  -1.8114
H  -4.6885  -3.4300  -0.6977
C  -1.9216  3.3119  -0.9053
C  -0.7552  2.9224  -1.7512
C  -0.4200  3.6128  -2.9276
C  0.6495  3.1990  -3.6767
C  1.3969  2.0765  -3.2710
C  2.4673  1.5031  -3.9963
Br  3.0485  2.2898  -5.6256
C  3.0824  0.3508  -3.5566
C  2.7109  -0.2277  -2.3548
Br  3.5141  -1.8434  -1.7736
C  1.7025  0.3142  -1.5294
O  1.3917  -0.1804  -0.4074
C  1.0079  1.4656  -2.0561
N  -0.0437  1.8926  -1.3390
H  -2.7648  3.6331  -1.5127
H  -1.6463  4.1374  -0.2479
H  -2.2108  2.4484  -0.2898
H  -1.0152  4.4601  -3.2297
H  0.9118  3.7244  -4.5812
H  3.8547  -0.1095  -4.1512